(1)
C14H36ClF6NO14S2Y as an isolated structure at a distorted geometry, computed with wB97M-V/def2-TZVPD.

Output
Frontier orbital gap   8.68 eV
Relative energy (zero: lowest compared OMol25 entry of this formula, charge and spin)   0.000 eV
Highest occupied orbital energy   -11.8 eV
Net charge   +1

Each line ends with the Mulliken charge.
Element x y z (Å)
Y -0.17 0.07 0.07  0.822
Cl -3.85 0.43 -1.77  1.939
O -4.84 0.09 -0.85  -0.664
O -4.13 1.74 -2.30  -0.714
O -2.61 0.47 -1.02  -0.837
O -3.84 -0.53 -2.83  -0.700
C 0.07 -0.91 4.54  0.711
F 1.29 -1.20 4.28  -0.229
F -0.70 -1.97 4.20  -0.189
F 0.05 -0.74 5.89  -0.247
S -0.36 0.75 3.51  0.804
O -1.04 1.66 4.41  -0.528
O 0.96 1.20 3.11  -0.627
N -1.26 0.33 1.99  -0.039
S -2.73 -0.12 2.66  0.702
O -3.35 -1.08 1.72  -0.618
O -2.71 -0.59 4.03  -0.570
C -3.80 1.46 2.63  0.567
F -3.54 2.19 1.51  -0.122
F -5.16 1.08 2.66  -0.199
F -3.56 2.29 3.70  -0.205
C 2.63 -3.28 1.60  -1.456
C 1.24 -2.81 1.83  -0.296
O 1.15 -1.44 1.53  0.324
H 3.01 -3.04 0.61  0.193
H 2.67 -4.36 1.72  0.460
H 3.36 -2.92 2.33  0.431
H 1.02 -2.95 2.89  0.294
H 0.59 -3.42 1.19  0.377
H 1.83 -1.13 2.13  0.018
C 4.28 1.99 0.54  -1.792
C 2.99 1.84 -0.12  -0.409
O 2.11 0.94 0.49  0.824
H 4.83 1.05 0.56  0.367
H 4.14 2.42 1.53  0.457
H 4.79 2.78 -0.03  0.443
H 3.18 1.73 -1.18  0.394
H 2.63 2.85 0.03  0.188
H 2.48 0.94 1.37  -0.034
C 3.10 -2.55 -2.13  -1.691
C 2.70 -1.33 -1.52  -0.315
O 1.27 -1.36 -1.26  0.816
H 4.16 -2.64 -1.87  0.437
H 3.14 -2.57 -3.22  0.354
H 2.48 -3.39 -1.82  0.409
H 2.96 -0.51 -2.18  0.279
H 3.25 -1.08 -0.61  0.346
H 0.92 -2.00 -1.88  -0.166
C -2.60 -3.63 -1.69  -1.480
C -1.32 -2.84 -1.38  -0.537
O -1.27 -2.02 -0.21  0.353
H -3.43 -2.92 -1.70  0.321
H -2.83 -4.36 -0.91  0.386
H -2.58 -3.96 -2.72  0.423
H -1.02 -2.23 -2.23  0.248
H -0.49 -3.55 -1.33  0.467
H -1.61 -2.61 0.47  0.016
C -1.01 1.93 -4.01  -1.415
C -0.36 0.76 -3.30  0.098
O 0.35 1.19 -2.12  0.018
H -0.22 2.48 -4.52  0.431
H -1.62 2.53 -3.34  0.218
H -1.69 1.65 -4.81  0.397
H 0.48 0.40 -3.89  0.417
H -1.05 -0.04 -3.03  -0.048
H 1.15 1.66 -2.39  0.068
C -0.57 4.57 -0.78  -1.316
C -1.23 3.50 0.14  -0.321
O -0.30 2.55 0.38  0.139
H 0.03 5.38 -0.38  0.394
H -1.43 5.05 -1.25  0.392
H 0.19 4.25 -1.49  0.222
H -2.08 3.03 -0.34  0.227
H -1.44 3.84 1.16  0.477
H 0.30 3.00 0.99  0.098

=====

(2)
A 6-piece molecular cluster, C14H37BBrO15P overall at a distorted geometry, computed with wB97M-V/def2-TZVPD.

Output
Frontier orbital gap   8.79 eV
Highest occupied orbital energy   -9.2 eV

Each line ends with the natural charge from an NBO analysis.
Element x y z (Å)
C 4.22 4.16 2.49  -1.026
B 2.74 4.22 1.70  1.055
O 2.33 5.60 1.28  -0.913
C 1.85 2.88 1.37  -0.287
O 2.80 1.78 1.74  -0.528
C 1.92 0.59 1.57  0.998
O 2.21 -0.49 0.83  -0.585
O 0.73 0.96 2.35  -0.518
C 0.62 2.43 2.37  -0.241
P -1.20 2.76 1.87  1.022
O -1.41 4.30 1.09  -0.980
Br -2.31 2.83 3.90  -0.278
H 4.91 3.31 2.03  0.260
H 4.06 4.05 3.65  0.265
H 4.78 5.19 2.28  0.235
H 3.11 5.89 0.69  0.498
H 1.66 2.67 0.24  0.241
H 0.70 2.87 3.45  0.240
H -2.39 4.49 1.00  0.535
C -1.19 -3.40 1.95  -0.090
C -0.82 -3.07 0.50  -0.095
O -0.82 -1.65 0.33  -0.739
O -2.46 -2.84 2.26  -0.729
H -1.23 -4.48 2.11  0.188
H -0.46 -2.96 2.64  0.154
H -1.57 -3.47 -0.18  0.185
H 0.16 -3.46 0.23  0.165
H -0.06 -1.30 0.82  0.477
H -2.50 -1.98 1.81  0.478
C 0.96 -2.18 -2.86  -0.090
C 2.15 -2.99 -2.38  -0.095
O 3.23 -2.11 -2.08  -0.735
O 1.32 -1.42 -4.01  -0.747
H 0.12 -2.83 -3.13  0.185
H 0.63 -1.48 -2.09  0.176
H 2.50 -3.67 -3.17  0.185
H 1.91 -3.58 -1.49  0.169
H 2.99 -1.61 -1.28  0.481
H 2.24 -1.12 -3.85  0.475
C 1.47 -1.03 -8.19  -0.089
C 2.58 -0.19 -7.58  -0.095
O 2.12 0.36 -6.34  -0.737
O 0.30 -0.24 -8.38  -0.727
H 1.77 -1.45 -9.16  0.178
H 1.20 -1.86 -7.52  0.160
H 2.82 0.66 -8.24  0.184
H 3.48 -0.77 -7.41  0.165
H 2.05 -0.37 -5.71  0.480
H 0.26 0.36 -7.61  0.478
C -4.88 6.72 0.95  -0.088
C -6.27 6.86 0.35  -0.098
O -7.08 5.76 0.77  -0.726
O -4.30 5.49 0.55  -0.749
H -4.23 7.54 0.62  0.191
H -4.93 6.72 2.04  0.158
H -6.23 6.82 -0.74  0.192
H -6.76 7.79 0.66  0.173
H -7.25 5.87 1.72  0.468
H -5.03 4.84 0.55  0.487
C -0.02 -7.30 5.44  -0.088
C -0.21 -6.12 4.50  -0.100
O 0.09 -6.53 3.16  -0.734
O 1.32 -7.79 5.34  -0.722
H -0.20 -7.02 6.48  0.186
H -0.69 -8.12 5.17  0.153
H 0.49 -5.31 4.75  0.189
H -1.23 -5.73 4.54  0.174
H -0.62 -7.13 2.88  0.468
H 1.56 -7.72 4.39  0.476

=====

(3)
C14H37BeN3O7 as an isolated structure at a distorted geometry, computed with wB97M-V/def2-TZVPD.

Output
Frontier orbital gap   6.32 eV
Relative energy (zero: lowest compared OMol25 entry of this formula, charge and spin)   0.153 eV
Highest occupied orbital energy   -6.3 eV

Each line ends with the natural charge from an NBO analysis.
Element x y z (Å)
Be -5.02 24.87 -17.52  1.579
C -5.93 26.22 -19.60  0.930
O -4.71 26.21 -19.04  -1.038
O -6.72 25.37 -19.06  -0.905
O -6.16 26.92 -20.60  -0.773
C -6.26 28.31 -16.87  -0.646
C -6.29 27.40 -15.64  -0.065
C -7.23 27.89 -14.54  -0.072
O -6.96 27.18 -13.35  -0.564
C -7.87 27.39 -12.27  -0.245
N -6.63 26.04 -16.08  -0.851
H -7.25 28.36 -17.34  0.217
H -5.55 27.98 -17.63  0.283
H -6.07 29.35 -16.61  0.204
H -5.31 27.36 -15.15  0.169
H -8.30 27.71 -14.75  0.162
H -7.11 28.97 -14.43  0.173
H -7.71 28.41 -11.90  0.176
H -7.65 26.65 -11.50  0.192
H -8.90 27.20 -12.57  0.168
H -7.48 26.19 -16.61  0.391
H -6.96 25.61 -15.21  0.363
C -2.28 23.02 -20.81  -0.634
C -3.47 23.38 -19.92  -0.082
C -4.04 22.15 -19.23  -0.061
O -5.09 22.60 -18.41  -0.569
C -6.04 21.61 -18.09  -0.233
N -2.97 24.41 -18.99  -0.864
H -1.46 22.43 -20.42  0.202
H -1.89 23.93 -21.28  0.221
H -2.70 22.45 -21.65  0.209
H -4.25 23.83 -20.53  0.237
H -3.22 21.69 -18.67  0.153
H -4.38 21.45 -19.99  0.187
H -7.03 22.00 -17.85  0.208
H -5.71 21.14 -17.16  0.154
H -6.15 20.80 -18.82  0.179
H -2.97 25.27 -19.54  0.420
H -1.97 24.27 -18.83  0.339
C -2.80 21.79 -14.69  -0.623
C -3.92 22.55 -15.41  -0.081
C -5.30 22.52 -14.73  -0.070
O -6.22 23.09 -15.64  -0.552
C -7.57 23.09 -15.19  -0.262
N -3.54 23.93 -15.72  -0.835
H -2.52 22.21 -13.72  0.204
H -1.94 21.79 -15.36  0.212
H -3.13 20.77 -14.46  0.221
H -4.00 21.96 -16.32  0.204
H -5.25 23.02 -13.75  0.167
H -5.59 21.51 -14.42  0.177
H -8.15 23.43 -16.05  0.212
H -7.80 23.79 -14.39  0.171
H -7.90 22.08 -14.92  0.179
H -2.56 23.84 -15.98  0.375
H -3.48 24.41 -14.83  0.369
C -2.17 27.21 -17.25  -0.242
O -3.39 26.85 -16.62  -0.733
H -1.59 27.78 -16.52  0.162
H -1.65 26.33 -17.62  0.169
H -2.36 27.84 -18.12  0.193
H -3.57 27.47 -15.91  0.469

=====

(4)
C14H37O13PbS4 as an isolated structure at a distorted geometry, computed with wB97M-V/def2-TZVPD.

Output
Frontier orbital gap   2.48 eV
Highest occupied orbital energy   -9.9 eV
Net charge   +1

Each line ends with the natural charge from an NBO analysis.
Element x y z (Å)
Pb -1.54 4.84 -0.02  0.969
C 1.35 -2.47 0.34  -0.648
C 0.89 -1.32 -0.62  -0.111
O 0.32 -0.18 -0.14  -0.374
H 0.48 -2.86 0.87  0.228
H 2.07 -2.09 1.05  0.220
H 1.84 -3.26 -0.24  0.223
H 0.46 -1.86 -1.46  0.217
H 1.66 -0.81 -1.20  0.277
O 4.18 5.14 -0.66  -0.896
S 5.48 4.58 -0.86  2.333
O 5.79 3.82 -2.06  -0.944
O 6.66 5.71 -0.69  -0.738
C 8.06 5.49 -1.04  -0.065
C 8.70 6.80 -1.18  -0.622
C 6.08 3.36 0.46  -0.841
H 8.19 4.94 -1.97  0.209
H 8.47 5.01 -0.15  0.177
H 9.77 6.66 -1.33  0.227
H 8.55 7.27 -0.21  0.217
H 8.30 7.37 -2.02  0.224
H 6.42 3.98 1.29  0.231
H 6.96 2.82 0.13  0.250
H 5.27 2.71 0.79  0.240
O -1.62 4.27 -5.70  -0.917
S -2.15 3.73 -6.98  2.290
O -3.51 3.34 -7.20  -0.906
O -1.54 4.71 -8.19  -0.687
C -2.13 4.52 -9.49  -0.079
C -1.67 5.64 -10.42  -0.650
C -1.21 2.10 -7.25  -0.833
H -3.21 4.57 -9.36  0.200
H -1.87 3.53 -9.86  0.177
H -1.51 6.58 -9.89  0.233
H -2.17 5.78 -11.37  0.237
H -0.61 5.54 -10.65  0.216
H -1.46 1.67 -8.22  0.239
H -1.38 1.45 -6.39  0.244
H -0.17 2.41 -7.12  0.236
O -3.81 1.93 6.21  -0.865
S -2.82 1.36 5.25  2.303
O -2.35 2.00 4.07  -0.938
O -1.49 0.80 6.14  -0.703
C -0.26 0.59 5.50  -0.069
C 0.44 -0.67 5.91  -0.635
C -3.49 -0.31 4.78  -0.859
H 0.30 1.52 5.60  0.176
H -0.53 0.59 4.45  0.178
H 0.42 -0.95 6.97  0.235
H 1.44 -0.76 5.48  0.229
H -0.20 -1.39 5.41  0.206
H -4.11 -0.71 5.58  0.259
H -2.74 -1.05 4.50  0.241
H -4.22 -0.19 3.97  0.242
O -4.97 -6.27 2.95  -0.915
S -4.17 -7.47 3.21  2.296
O -3.01 -7.43 4.06  -0.924
O -5.24 -8.55 3.77  -0.715
C -5.40 -8.79 5.13  -0.073
C -4.13 -9.59 5.73  -0.655
C -3.73 -8.35 1.56  -0.797
H -6.29 -9.35 5.39  0.203
H -5.58 -7.85 5.67  0.184
H -4.41 -10.16 6.62  0.214
H -3.45 -8.84 6.13  0.223
H -3.46 -10.10 5.05  0.225
H -3.69 -9.43 1.71  0.249
H -2.74 -7.96 1.33  0.241
H -4.53 -8.07 0.89  0.246

=====

(5)
A 8-piece molecular cluster, C14H38N6O14 overall at a distorted geometry, computed with wB97M-V/def2-TZVPD.

Output
Frontier orbital gap   7.80 eV
Relative energy (zero: lowest compared OMol25 entry of this formula, charge and spin)   14.459 eV
Highest occupied orbital energy   -9.4 eV

Each line ends with the Mulliken charge.
Element x y z (Å)
C 7.14 -3.96 -6.24  -0.017
N 7.22 -3.82 -4.76  0.817
O 8.28 -4.22 -4.24  -0.349
O 6.22 -3.31 -4.15  -0.567
H 6.69 -3.10 -6.74  0.291
H 6.70 -4.96 -6.14  0.394
H 8.17 -4.13 -6.53  -0.048
C 11.05 -8.43 -5.23  -0.264
N 10.99 -9.87 -5.69  1.058
O 11.96 -10.40 -6.10  -0.591
O 9.90 -10.51 -5.56  -0.627
H 10.74 -7.80 -6.06  0.241
H 12.03 -8.27 -4.78  0.363
H 10.42 -8.32 -4.35  0.426
C 10.81 -5.50 -8.54  -1.570
N 11.16 -5.17 -9.90  1.077
O 12.18 -5.62 -10.43  -0.613
O 10.28 -4.54 -10.53  -0.626
H 9.96 -4.86 -8.32  1.235
H 11.63 -5.28 -7.86  0.422
H 10.62 -6.56 -8.67  0.363
C 9.71 -6.45 -5.66  -1.862
N 8.93 -6.38 -6.93  0.951
O 9.26 -7.13 -7.85  -0.692
O 8.06 -5.54 -7.15  -0.601
H 10.80 -6.51 -5.74  0.042
H 9.33 -7.28 -5.05  1.923
H 9.33 -5.58 -5.12  0.153
C 13.87 -4.57 -7.45  -0.445
N 15.31 -4.51 -7.87  1.114
O 15.67 -3.45 -8.37  -0.663
O 15.97 -5.55 -7.77  -0.629
H 13.63 -5.64 -7.39  0.367
H 13.15 -4.16 -8.16  0.194
H 13.73 -4.17 -6.44  0.131
C 9.87 -6.35 -1.13  -0.942
N 10.11 -6.32 -2.63  0.654
O 9.92 -5.33 -3.28  -0.341
O 10.30 -7.44 -3.04  -0.545
H 10.53 -7.07 -0.65  0.311
H 8.83 -6.64 -0.97  0.328
H 10.10 -5.32 -0.88  0.371
C 12.94 -2.65 -6.49  0.607
C 13.15 -1.42 -7.47  -1.183
O 14.15 -0.47 -7.02  -0.418
C 15.47 -1.00 -6.90  0.283
C 16.33 0.27 -6.98  -1.501
H 12.40 -2.31 -5.61  0.175
H 12.32 -3.44 -6.91  -1.155
H 13.95 -2.91 -6.18  0.428
H 13.21 -1.70 -8.53  0.238
H 12.20 -0.90 -7.49  0.546
H 15.50 -1.42 -5.90  0.168
H 15.68 -1.85 -7.56  0.202
H 16.37 0.82 -7.91  0.351
H 17.36 -0.06 -6.81  0.431
H 16.19 0.98 -6.16  0.328
C 10.25 -3.65 -6.73  -0.688
C 11.01 -3.77 -5.44  -1.357
O 12.20 -4.56 -5.51  0.622
C 12.67 -4.86 -4.22  -0.803
C 13.62 -6.11 -4.22  -1.333
H 9.52 -2.85 -6.61  0.799
H 11.02 -3.43 -7.47  0.425
H 9.73 -4.56 -7.02  -1.847
H 11.30 -2.83 -4.96  0.688
H 10.31 -4.26 -4.76  0.758
H 13.23 -3.93 -4.17  0.482
H 11.94 -5.02 -3.42  0.694
H 14.53 -5.95 -4.80  0.300
H 13.12 -6.96 -4.68  0.057
H 14.02 -6.30 -3.23  0.466

=====

(6)
A 9-piece molecular cluster, C14H39F9N5O8 overall at a distorted geometry, computed with wB97M-V/def2-TZVPD.

Output
Frontier orbital gap   3.49 eV
Relative energy (zero: lowest compared OMol25 entry of this formula, charge and spin)   0.000 eV
Highest occupied orbital energy   -12.8 eV
Net charge   +3

Each line ends with the Mulliken charge.
Element x y z (Å)
N -5.39 -1.97 1.71  -0.561
H -5.52 -1.23 2.38  0.381
H -6.32 -2.16 1.37  0.395
H -5.03 -2.84 2.06  0.379
H -4.76 -1.55 1.04  0.287
N -2.03 0.60 5.83  -0.542
H -2.95 0.41 5.46  0.346
H -1.81 0.10 6.68  0.395
H -2.00 1.60 5.99  0.378
H -1.31 0.42 5.14  0.321
N -3.72 3.13 1.98  -1.023
H -3.17 2.33 1.69  0.406
H -4.02 3.05 2.94  0.429
H -4.68 3.02 1.70  0.359
H -3.30 3.99 1.64  0.397
N -5.47 2.06 -1.82  -0.495
H -4.73 1.42 -1.55  0.309
H -6.02 2.24 -1.00  0.362
H -6.05 1.89 -2.63  0.387
H -5.13 2.98 -2.06  0.383
N 0.65 4.81 2.19  -0.438
H 0.14 5.45 2.79  0.411
H 0.40 5.08 1.25  0.393
H 0.40 3.83 2.22  0.271
H 1.62 4.96 2.44  0.314
O -2.27 -0.10 -0.08  -0.705
C -0.93 -0.47 -0.10  -0.132
C -0.11 -0.43 1.28  -0.453
O -0.06 0.79 2.08  -0.760
H -0.37 0.08 -0.85  0.101
H -0.91 -1.52 -0.40  0.145
H 0.92 -0.60 0.99  0.284
H -0.31 -1.25 1.97  0.284
C 0.83 -2.02 -6.24  -1.042
C 1.82 -1.16 -5.33  -0.340
O 1.10 0.05 -5.19  -0.191
C 1.71 1.15 -4.58  0.248
O 2.80 1.23 -4.11  -0.495
C 0.76 2.35 -4.59  0.951
F 1.22 3.33 -5.32  -0.255
F -0.40 2.05 -4.99  -0.226
F 0.78 2.86 -3.34  -0.283
H -0.12 -2.08 -5.72  0.277
H 1.25 -3.03 -6.23  0.373
H 0.69 -1.55 -7.21  0.318
H 2.88 -1.00 -5.52  0.393
H 1.82 -1.53 -4.31  0.269
C 7.58 5.15 5.28  -1.041
C 6.43 4.31 5.93  -0.179
O 6.20 3.12 5.13  -0.283
C 5.62 3.10 3.84  0.313
O 4.90 4.01 3.36  -0.568
C 5.77 1.79 3.14  0.886
F 4.98 0.82 3.55  -0.236
F 5.55 1.99 1.81  -0.219
F 7.04 1.31 3.39  -0.234
H 7.65 6.14 5.73  0.373
H 7.14 5.34 4.30  0.305
H 8.55 4.66 5.31  0.295
H 5.51 4.87 5.83  0.290
H 6.78 4.08 6.93  0.298
C -1.22 -6.93 -1.14  -1.120
C -1.17 -5.80 -2.16  -0.243
O -1.07 -6.40 -3.47  -0.259
C -2.21 -6.50 -4.18  0.424
O -3.33 -6.19 -3.68  -0.579
C -1.94 -6.91 -5.69  0.825
F -0.69 -7.42 -5.97  -0.226
F -2.80 -7.83 -6.04  -0.229
F -2.18 -5.80 -6.38  -0.229
H -1.08 -6.46 -0.17  0.366
H -0.49 -7.70 -1.38  0.316
H -2.27 -7.24 -1.05  0.296
H -0.25 -5.26 -1.92  0.344
H -1.93 -5.04 -1.98  0.311

=====

Q: Look up the highest occupied orbital energy of the third one.
A: -6.3 eV

=====

Q: The highest highest occupied orbital energy belongs to which entry?
A: C14H37BeN3O7

=====

Q: The lowest highest occupied orbital energy belongs to which entry?
A: C14H39F9N5O8

=====

Q: frontier orbital gap of number 2 (C14H37BBrO15P)?
A: 8.79 eV